# 1
Density functional theory data (the ωB97M-V functional and the def2-TZVPD basis) for a molecular structure, C2H7N5 at a distorted geometry.

XYZ file:
```
14
Properties=species:S:1:pos:R:3:forces:R:3
N 0.9166 -0.1061 0.0782 0.5 0.1 -0.4
C -0.4028 0.2374 0.3276 -0.7 -2.3 3.4
N 1.1050 -1.3438 -0.5503 0.0 -0.1 0.2
N 1.8851 0.2541 1.0514 -0.1 0.2 -0.3
C -1.3654 0.2197 -1.3505 -1.3 0.6 -2.9
N -0.6498 1.2116 1.1432 0.2 0.3 -0.9
N -2.5047 0.0558 -1.6234 0.5 0.5 0.3
H 1.7969 -1.2378 -1.2901 -0.2 0.0 0.2
H 1.4688 -2.0212 0.1237 -0.1 0.2 -0.1
H 2.3623 1.0891 0.7114 -0.1 -0.2 0.2
H 1.3730 0.5464 1.8873 0.0 0.0 -0.2
H -1.6352 1.3391 1.3430 0.0 -0.3 0.0
H -3.2709 0.4661 -2.1294 0.0 -0.4 0.1
H -1.0789 -0.7103 0.2779 1.1 1.3 0.4
```
Positions in Å, forces in eV/Å.

The HOMO energy comes out at -8.47 eV. Its total charge is 0. As for the maximum force: 4.16 eV Å⁻¹. The calculation puts the energy above the lowest of the compared OMol25 structures with the same formula, charge and spin at 118.7 kcal per mole. Its LUMO energy is 0.60 eV. Its HOMO-LUMO gap is 0.333 hartree. For the total energy, the calculation gives -9632.8901 eV.

=====

# 2
Density functional theory data (the ωB97M-V functional and the def2-TZVPD basis) for a molecular structure, C45H66BeN5O7 at a distorted geometry.

XYZ file:
```
124
Properties=species:S:1:pos:R:3:forces:R:3
Be 3.4742 -2.0487 1.0860 -3.2 1.6 1.9
C -0.3226 0.7169 0.1902 0.6 -0.7 0.2
C 0.5308 -0.1953 -0.7116 0.0 0.4 1.4
O 1.7546 -0.6649 -0.1282 -1.1 0.2 -0.6
H -1.2003 1.0669 -0.3531 0.0 0.0 0.0
H 0.2333 1.5805 0.5551 0.0 0.0 -0.2
H -0.6525 0.1474 1.0591 -0.2 0.1 0.0
H 0.6539 0.3500 -1.6473 1.1 0.1 -0.4
H -0.0627 -1.0256 -1.0944 0.2 -0.7 0.1
N 1.8841 -1.9837 -5.7329 -0.1 -0.4 0.6
C 1.5911 -3.3089 -5.9396 -0.3 2.3 0.8
C 0.4717 -3.8869 -5.3739 -1.3 0.4 0.6
C -0.3878 -3.1136 -4.5481 1.8 0.3 0.1
C 0.0220 -1.8056 -4.2440 -0.6 -0.6 -0.3
C 1.1185 -1.2591 -4.8764 0.6 -2.0 -0.8
H 2.2680 -3.8867 -6.5514 0.1 0.2 -0.2
H 0.2396 -4.9188 -5.5924 0.0 -0.1 0.0
H -1.2309 -3.4988 -3.9938 -0.2 -0.3 -0.4
H -0.5272 -1.1904 -3.5467 -0.3 0.0 0.0
H 1.3962 -0.2564 -4.5867 0.4 0.3 -0.5
N 1.7027 -2.5602 2.9610 0.7 -1.3 0.5
C 0.6719 -1.7337 3.1943 0.3 -0.2 -0.2
C -0.3546 -2.0172 4.0864 -0.1 -0.4 -0.2
C -0.3414 -3.2044 4.8129 0.1 0.4 -1.0
C 0.7017 -4.0969 4.5816 0.8 0.7 -0.1
C 1.7276 -3.7450 3.6813 -0.7 1.3 0.0
H 0.6680 -0.8074 2.6390 0.0 0.1 -0.1
H -1.2212 -1.3737 4.1213 0.2 0.3 0.2
H -1.1770 -3.4202 5.4621 0.1 -0.2 0.2
H 0.7609 -4.9855 5.1925 0.2 -0.2 -0.3
H 2.6273 -4.3359 3.5940 -0.2 -0.2 -0.2
N 3.8425 0.0352 2.4256 -0.3 -1.1 -0.8
C 3.3839 1.2513 2.0388 0.2 -0.9 -0.2
C 3.2528 2.2901 2.9290 0.2 -0.5 0.3
C 3.6728 2.0913 4.2567 0.7 0.1 -0.2
C 4.2401 0.8779 4.6614 -0.8 0.9 -1.8
C 4.2378 -0.1280 3.6885 1.0 -0.2 1.1
H 3.1958 1.3520 0.9801 -0.3 0.1 0.0
H 2.8619 3.2117 2.5237 0.1 0.2 0.4
H 3.7337 2.9119 4.9562 -0.4 0.2 0.0
H 4.7304 0.8236 5.6222 -0.2 -0.5 0.0
H 4.7158 -1.0536 3.9735 -0.2 -0.4 -0.3
N -0.4740 3.7911 5.9090 -0.4 -1.2 0.5
C 0.0457 3.0621 6.9743 -0.5 0.7 -3.3
C 0.6305 1.8244 6.7266 -0.3 0.1 1.4
C 0.7212 1.3264 5.4445 -0.2 -0.1 0.0
C 0.1162 2.0111 4.4319 -0.9 1.0 -0.9
C -0.5706 3.2210 4.6801 2.1 0.0 2.0
H -0.0010 3.5757 7.9232 0.1 -0.2 0.1
H 0.9456 1.2198 7.5642 0.3 0.0 0.1
H 1.2345 0.4035 5.2181 0.1 -0.2 0.2
H 0.1814 1.6561 3.4140 -0.1 -0.1 -0.2
H -0.9720 3.8203 3.8764 -0.3 0.0 0.0
N -3.6239 -0.6421 -3.8339 0.0 -0.6 -0.3
C -3.3100 -1.0622 -2.6075 -0.5 0.5 -0.6
C -3.4137 -2.3626 -2.1689 0.7 0.7 0.6
C -3.8035 -3.3432 -3.0406 -0.1 -0.2 -1.7
C -4.0229 -2.9776 -4.3938 -0.3 1.3 1.1
C -3.9864 -1.5845 -4.7213 0.5 -1.2 1.0
H -3.0743 -0.2853 -1.8952 0.3 0.2 0.1
H -3.1219 -2.4902 -1.1369 -0.4 -0.7 -0.1
H -3.9163 -4.3645 -2.7080 0.0 -0.1 -0.1
H -4.3025 -3.7156 -5.1311 0.0 0.0 0.0
H -4.2387 -1.2183 -5.7055 0.0 -0.1 -0.2
C -2.6833 -2.0911 1.3913 -1.0 0.9 -0.4
C -3.2896 -3.4552 1.4556 -0.3 -1.5 -1.1
O -4.0671 -3.8917 0.6124 1.0 1.0 1.1
C -2.8120 -4.3597 2.5522 0.4 -1.2 0.1
H -2.8217 -1.5863 2.3474 0.4 0.0 0.1
H -3.2581 -1.5102 0.6700 0.1 0.1 0.0
H -1.6409 -2.0867 1.0726 0.1 -0.2 0.3
H -3.1283 -4.0610 3.5517 -0.2 0.0 -0.1
H -1.7326 -4.5048 2.5970 0.4 0.8 -0.1
H -3.0884 -5.3885 2.3212 -0.8 0.1 0.2
C -0.9857 2.2525 -5.4469 0.0 -0.5 0.6
C -0.8807 3.0448 -4.1750 -2.2 1.0 1.1
O -1.8473 3.6485 -3.6931 1.8 -0.8 -0.9
C 0.3872 2.8996 -3.3732 0.0 0.6 -0.3
H -1.9457 1.7362 -5.4496 -0.2 0.4 -0.2
H -0.2584 1.4440 -5.3729 0.3 0.1 -0.6
H -0.8498 2.8751 -6.3312 0.0 -0.2 0.0
H 0.4375 1.8253 -3.1959 0.3 -0.1 0.4
H 0.3369 3.5206 -2.4788 -0.1 -0.4 0.1
H 1.2829 3.2112 -3.9105 -0.1 -0.2 -0.3
C 3.7864 2.3628 -2.5797 0.2 -0.8 -1.3
C 4.8122 1.2365 -2.8342 1.2 1.2 0.2
O 5.9799 1.5060 -3.0618 -1.4 -0.6 0.4
C 4.2694 -0.1763 -2.8329 0.9 0.2 0.6
H 2.7900 1.9263 -2.6487 -0.1 0.2 0.6
H 3.8785 2.9547 -3.4903 0.0 0.4 0.0
H 3.9485 3.0352 -1.7372 0.1 -0.4 0.1
H 3.5442 -0.2924 -3.6382 0.0 -0.4 0.1
H 3.8320 -0.3400 -1.8480 -0.8 0.1 0.1
H 5.0971 -0.8856 -2.8277 0.0 0.0 -0.8
C -0.3351 5.9848 -0.8029 0.5 0.1 0.6
C -0.0197 5.0721 0.3809 -0.3 1.1 -0.3
O -0.7424 5.0413 1.3564 0.8 -0.7 -0.5
C 1.3321 4.3691 0.2679 0.4 0.3 0.9
H 0.6069 6.3509 -1.2113 0.0 -0.3 -0.4
H -0.8465 6.8939 -0.4863 -0.4 -0.3 0.1
H -0.9186 5.4292 -1.5369 0.0 0.1 -0.2
H 1.4134 3.5045 0.9267 -0.3 -0.4 -0.4
H 2.0713 5.0324 0.7171 -0.1 0.6 0.3
H 1.7689 4.2787 -0.7266 -0.6 -0.5 -0.1
C -3.4775 2.9795 -0.2605 -0.6 0.4 -0.2
C -4.0011 3.8377 0.8616 0.6 0.6 0.4
O -4.1466 3.3486 1.9512 -0.3 0.0 0.5
C -4.2372 5.3197 0.5494 0.0 -0.3 0.3
H -4.1777 3.1293 -1.0823 0.2 -0.3 -0.4
H -3.4600 1.9390 0.0637 0.0 0.1 -0.1
H -2.4977 3.3408 -0.5729 0.0 0.0 -0.1
H -3.3610 5.7102 0.0318 -0.2 -0.1 -0.4
H -4.3710 5.9697 1.4141 0.0 -0.5 0.3
H -5.1518 5.4139 -0.0359 0.2 0.0 -0.4
C 0.2025 -4.5150 -1.1118 0.6 0.6 -0.8
C 1.0617 -4.8401 0.0287 -0.3 -0.6 2.2
O 1.9509 -4.0791 0.4232 0.6 -0.1 0.1
C 0.6256 -6.1029 0.9159 0.9 1.8 -1.4
H 0.2633 -5.2801 -1.8857 -0.5 -0.3 0.2
H 0.5650 -3.6036 -1.5872 -0.1 0.1 0.0
H -0.7947 -4.3654 -0.6978 -0.3 -0.2 -0.4
H 1.3950 -6.8598 0.7641 -0.1 -0.2 0.1
H -0.3528 -6.4389 0.5724 0.2 -0.1 0.1
H 0.6107 -5.7769 1.9559 0.0 -0.1 0.0
```
Positions in Å, forces in eV/Å.

The HOMO energy (spin up / spin down) comes out at -12.58 / -12.58 eV. As for the expectation value of S²: 0.76. The spin multiplicity is 2. Its total charge is +2. As for the maximum force: 4.03 eV Å⁻¹. Its LUMO energy (spin up / spin down) is -10.03 / -10.01 eV. Its HOMO-LUMO gap (spin up / spin down) is 0.094 / 0.094 hartree. For the total energy, the calculation gives -69896.7395 eV.